No. 1
Formula: C21H36P2RuSe
Source: the Open Molecules 2025 dataset
Level of theory: ωB97M-V with the def2-TZVPD basis set

Cartesian coordinates (Å):
P1 -0.2762 -1.6226 -2.4005
P2 0.5197 2.0767 -2.1802
C1 -0.3890 -0.2354 -3.5851
C2 0.7730 0.7575 -3.4324
H1 -1.4102 0.2099 -3.5269
H2 -0.3060 -0.7110 -4.5864
H3 1.7368 0.2599 -3.2014
H4 0.8886 1.3275 -4.3711
C3 -0.5669 3.2309 -3.0936
H5 -0.7510 4.1020 -2.4502
H6 -1.5187 2.7636 -3.3777
H7 -0.0264 3.5464 -3.9894
C4 2.0366 3.0210 -2.0057
H8 2.1352 3.6495 -2.9084
H9 2.9253 2.3750 -1.9430
H10 1.9574 3.6792 -1.1265
C5 -1.7972 -2.6314 -2.8620
H11 -1.8237 -3.5338 -2.2319
H12 -1.7118 -2.9580 -3.9091
H13 -2.7446 -2.0886 -2.7417
C6 0.9437 -2.6497 -3.3479
H14 1.8360 -2.0457 -3.5734
H15 0.4887 -2.9580 -4.2960
H16 1.2275 -3.5378 -2.7683
Ru1 0.6432 0.2646 3.6287
C7 -0.6853 1.5239 -1.0325
C8 -1.7879 0.5984 -1.3894
C9 -2.3290 -0.4818 -0.5322
C10 -1.3107 -1.4865 0.1482
C11 -0.1964 -2.1093 -0.6915
C12 1.0363 -1.3655 -1.0822
C13 1.4409 -0.0547 -0.4250
C14 0.3861 0.9715 0.0627
C15 0.7673 -1.6856 3.1709
H17 -1.0500 2.4512 -0.5448
H18 -2.5394 1.0657 -2.0532
H19 -3.0506 -1.0216 -1.2052
H20 -2.9779 -0.1378 0.3158
H21 -0.8772 -0.9934 1.0272
H22 -1.8603 -2.3279 0.6086
H23 -0.0570 -3.1968 -0.5509
H24 1.9199 -1.9803 -1.2401
H25 2.1885 0.4294 -1.0851
H26 2.0651 -0.3130 0.4540
H27 -0.1109 0.5954 0.9640
H28 0.9598 1.7912 0.5409
H29 1.5557 -2.1407 3.7828
H30 0.9647 -1.8800 2.1096
H31 -0.1604 -2.2245 3.4395
Se1 -0.9409 2.2060 3.0307
C16 -0.5595 1.5706 4.7535
C17 -1.3133 0.5275 5.3426
C18 -0.6651 -0.3473 6.2131
C19 0.7278 -0.3855 6.1989
C20 1.4558 0.7017 5.6481
C21 0.7404 1.8686 5.2937
H32 -2.3308 0.3759 4.9874
H33 -1.2535 -1.0801 6.7690
H34 1.2818 -1.2413 6.5782
H35 2.5358 0.6788 5.5902
H36 1.2404 2.8067 5.0825

Cartesian forces, eV/Å:
P -0.33 -2.92 -4.82
P -2.23 0.94 -4.38
C -0.31 0.82 -0.28
C 0.47 0.37 0.08
H 1.03 -0.19 -0.25
H -0.05 0.00 0.62
H -0.55 0.10 -0.40
H 0.15 -0.32 0.27
C 0.73 0.13 -0.15
H -0.07 -0.14 -0.24
H 0.28 0.10 0.15
H -0.30 0.20 -0.03
C 0.46 -0.03 0.83
H -0.29 -0.32 0.32
H -0.33 0.25 0.21
H 0.23 -0.18 -0.26
C -0.56 -0.07 -0.33
H 0.06 0.39 -0.18
H 0.04 0.25 0.27
H 0.39 -0.17 -0.07
C -0.12 0.01 -0.22
H -0.25 -0.33 0.14
H 0.12 -0.04 0.23
H -0.03 0.22 -0.20
Ru -1.25 1.10 0.88
C 2.51 -0.65 4.26
C -0.61 1.10 0.05
C -0.45 -1.46 0.39
C -0.54 0.12 0.76
C 0.41 0.27 2.04
C 0.69 1.09 2.86
C 0.25 0.51 -0.07
C -0.34 -0.38 0.62
C -0.31 -1.42 -0.40
H -0.23 -0.27 -0.29
H 0.42 -0.41 0.30
H 0.60 0.29 0.93
H 0.50 0.23 -0.61
H -0.08 -0.24 -0.28
H -0.08 0.40 -0.52
H -0.24 0.50 -0.39
H -0.26 -0.02 -0.34
H -0.29 -0.16 0.22
H -0.41 -0.07 -0.16
H -0.07 0.06 -0.50
H -0.31 0.03 -0.69
H 0.14 0.02 -0.35
H 0.22 -0.19 0.03
H 0.21 0.24 -0.22
Se 0.08 -0.17 -0.32
C 0.57 0.90 0.57
C -0.14 -0.90 0.44
C -1.70 -0.10 -0.52
C 1.47 0.37 -0.96
C 0.15 0.27 1.94
C 0.37 -0.44 -1.66
H 0.06 0.08 0.53
H 0.30 0.05 -0.31
H -0.21 0.13 -0.04
H 0.05 0.19 0.62
H -0.03 -0.16 -0.12

The HOMO-LUMO gap (alpha / beta) comes out at 6.697 / 4.193 eV. As for the charge: +2. Its spin multiplicity is 5. The value obtained for the energy relative to the best compared isomer or geometry (same formula, charge and spin) is 90.1 kcal/mol. As for the LUMO energy (alpha / beta): -5.5 / -8.1 eV. For the HOMO energy (alpha / beta), the calculation gives -12.230 / -12.256 eV.

---

No. 2
Formula: C23H31CrN7S
Source: the Open Molecules 2025 dataset
Level of theory: ωB97M-V with the def2-TZVPD basis set

Cartesian coordinates (Å):
Cr1 0.3893 -0.3688 -0.0952
C1 0.2195 3.5997 -0.2100
C2 -1.1257 2.8795 -0.0803
C3 -1.3582 2.0804 1.2004
N1 -0.6843 0.7799 1.3313
C4 -0.9398 0.1164 2.4433
C5 -1.8128 0.6085 3.4661
C6 -2.0790 0.1624 4.7444
C7 -1.5734 -0.9165 5.4616
C8 -0.7484 -1.8960 4.9472
C9 -0.2700 -2.0710 3.6589
C10 -0.3854 -1.2772 2.4900
N2 0.0504 -1.7096 1.3235
C11 0.2534 -3.1355 1.0915
C12 -0.0770 -3.5249 -0.3662
C13 -1.1994 -2.7203 -1.0285
N3 -0.7268 -1.3839 -1.3838
C14 -1.1362 -0.7521 -2.4605
C15 -2.2192 -1.2239 -3.2529
C16 -2.7274 -0.7924 -4.4601
C17 -2.3479 0.2708 -5.2673
C18 -1.3576 1.1895 -4.9717
C19 -0.5129 1.3046 -3.8790
C20 -0.3674 0.5186 -2.7108
N4 0.4626 0.8168 -1.7264
C21 1.3949 1.9371 -1.7806
C22 1.4367 2.7125 -0.4635
H1 0.1473 4.3235 -1.0284
H2 0.3870 4.1759 0.7068
H3 -1.9065 3.6454 -0.0822
H4 -1.3085 2.2486 -0.9512
H5 -1.0925 2.7167 2.0552
H6 -2.4386 1.9174 1.2575
H7 -2.3704 1.4904 3.2034
H8 -2.7882 0.7795 5.2877
H9 -1.8757 -1.0092 6.4977
H10 -0.4556 -2.6746 5.6451
H11 0.3257 -2.9641 3.5247
H12 1.2920 -3.4231 1.2982
H13 -0.3882 -3.7135 1.7602
H14 0.8101 -3.4286 -0.9952
H15 -0.3591 -4.5801 -0.3746
H16 -1.5273 -3.2718 -1.9100
H17 -2.0525 -2.6463 -0.3438
H18 -2.7385 -2.0720 -2.8326
H19 -3.5571 -1.3841 -4.8355
H20 -2.8862 0.4031 -6.1977
H21 -1.2219 1.9693 -5.7159
H22 0.1473 2.1534 -3.9421
H23 2.3933 1.5298 -1.9690
H24 1.1858 2.6406 -2.5845
H25 1.5325 1.9988 0.3583
H26 2.3360 3.3369 -0.4734
N5 2.5313 0.0154 1.7343
N6 3.7882 -0.1064 1.1040
C23 3.8086 -0.4369 -0.2171
N7 4.9065 0.0537 -0.8777
S1 2.6786 -1.3941 -0.9328
H27 2.4672 0.9249 2.1731
H28 2.4379 -0.6955 2.4512
H29 4.4615 0.6012 1.3602
H30 5.7832 0.0159 -0.3736
H31 4.9887 -0.3448 -1.8019

Cartesian forces, eV/Å:
Cr 0.31 0.41 0.22
C -0.04 -0.13 0.02
C 0.11 -0.15 -0.03
C 0.21 -0.06 -0.08
N -0.17 0.37 0.50
C 0.00 -0.13 0.02
C 0.08 -0.18 0.01
C 0.08 0.01 -0.05
C -0.07 0.04 0.09
C 0.01 -0.05 -0.07
C 0.00 0.10 0.10
C 0.12 0.09 0.00
N -0.44 -0.60 0.32
C -0.02 0.24 -0.19
C 0.05 0.18 0.08
C 0.06 0.22 0.11
N -0.28 -0.76 -0.65
C 0.03 0.12 0.02
C 0.01 0.13 -0.11
C 0.03 -0.06 0.10
C -0.03 0.03 -0.09
C 0.05 0.01 0.03
C -0.10 -0.11 -0.09
C -0.06 -0.11 0.05
N -0.01 0.38 -0.39
C -0.16 -0.06 0.10
C -0.11 -0.06 -0.05
H -0.01 0.02 0.02
H 0.02 0.05 -0.03
H 0.00 0.01 -0.03
H -0.04 0.05 0.04
H -0.01 0.04 0.03
H -0.08 -0.03 0.06
H -0.01 0.09 -0.03
H 0.00 0.03 -0.01
H 0.00 0.00 -0.03
H 0.03 0.00 -0.01
H 0.00 -0.02 -0.01
H -0.01 -0.04 0.07
H -0.06 -0.01 0.04
H 0.00 -0.03 0.01
H 0.04 -0.02 0.01
H 0.00 -0.03 -0.07
H -0.08 0.00 -0.03
H -0.01 -0.03 0.01
H -0.01 0.00 0.03
H 0.01 0.01 0.02
H 0.03 -0.01 0.01
H 0.06 0.03 -0.03
H 0.05 -0.04 -0.08
H -0.01 0.07 -0.02
H 0.11 -0.02 0.06
H -0.01 -0.02 0.05
N 0.12 -0.25 0.10
N -0.06 0.51 0.03
C 0.13 -0.24 0.24
N 0.26 -0.31 -0.29
S -0.03 0.04 -0.27
H -0.06 0.06 0.00
H -0.04 -0.03 -0.01
H -0.01 0.04 0.10
H -0.04 0.20 0.05
H 0.05 0.02 0.00

The HOMO-LUMO gap (alpha / beta) comes out at 5.751 / 6.785 eV. As for the charge: 0. Its spin multiplicity is 5. As for the LUMO energy (alpha / beta): 0.2 / 0.1 eV. For the HOMO energy (alpha / beta), the calculation gives -5.591 / -6.641 eV.

---

No. 3
Formula: C6H34O11
Source: the Open Molecules 2025 dataset
Level of theory: ωB97M-V with the def2-TZVPD basis set

Cartesian coordinates (Å):
C1 -3.4624 -1.9704 2.5214
C2 -2.2062 -2.1564 1.6439
O1 -1.1318 -2.4734 2.5121
H1 -3.7869 -2.8761 3.0337
H2 -4.2762 -1.5294 1.9459
H3 -3.2501 -1.3102 3.3623
H4 -1.9472 -1.2754 1.0568
H5 -2.2433 -3.0683 1.0480
H6 -0.9762 -1.7189 3.0849
C3 -1.4850 1.4673 2.6010
C4 -0.1521 0.6681 2.7497
O2 -0.1720 -0.1484 3.8129
H7 -1.5046 2.1192 1.7276
H8 -1.7347 1.9606 3.5404
H9 -2.2206 0.6912 2.3900
H10 0.7344 1.2822 2.9081
H11 0.2137 0.0092 1.9622
H12 0.1448 0.3566 4.5653
C5 0.5797 3.7848 -1.6274
C6 0.2274 3.1745 -2.9987
O3 0.0764 4.2850 -3.9021
H13 1.4947 4.3470 -1.8142
H14 0.7350 2.9898 -0.8981
H15 -0.1893 4.4960 -1.3257
H16 -0.6961 2.5964 -2.9647
H17 0.9849 2.4503 -3.2982
H18 0.1689 3.9871 -4.8100
O4 0.4258 -2.9825 -2.1115
H19 0.5236 -3.2041 -1.1854
H20 1.2026 -3.3532 -2.5303
O5 -1.9167 1.3994 -0.7790
H21 -2.3016 0.8022 -1.4205
H22 -1.0750 1.0020 -0.5559
O6 4.2750 -1.9267 -1.5693
H23 3.7078 -2.5879 -1.9659
H24 3.7201 -1.1508 -1.4900
O7 0.7494 -2.3809 0.6135
H25 0.0925 -2.3989 1.3094
H26 1.0181 -3.2941 0.5134
O8 2.7990 0.4797 -1.3082
H27 3.3669 0.8508 -0.6330
H28 3.1262 0.8508 -2.1276
O9 -1.6705 -0.5521 -2.9100
H29 -0.8928 -1.0805 -2.7303
H30 -1.3364 0.2179 -3.3701
O10 0.2648 -0.0070 -0.7870
H31 1.1852 0.1247 -1.0146
H32 0.2642 -0.7864 -0.2314
O11 2.9314 -0.8275 1.5186
H33 2.3166 -1.2395 0.9116
H34 3.2988 -0.0933 1.0265

Cartesian forces, eV/Å:
C 0.15 0.28 -0.39
C -0.72 -0.72 1.26
O 0.91 -0.22 -0.04
H 0.05 -0.30 -0.52
H -0.13 -0.13 0.06
H 0.21 0.41 -0.20
H -0.35 0.06 -0.26
H -0.54 0.38 -0.54
H 0.26 0.32 0.61
C 0.98 -1.45 -0.74
C 0.84 2.33 -1.96
O -0.51 -2.17 3.47
H 0.12 0.20 0.24
H 0.10 0.13 -0.14
H -0.40 0.19 0.16
H -0.09 0.90 -0.47
H -0.87 0.41 -0.95
H -0.22 -0.44 0.33
C 0.01 -0.34 -1.26
C -0.54 0.52 0.54
O 0.36 -0.43 0.17
H 0.15 0.03 0.38
H -0.09 0.19 0.13
H -0.04 -0.25 0.14
H -0.25 0.13 0.23
H 0.46 0.21 -0.28
H -0.07 -0.09 -0.02
O -0.03 -0.01 -0.45
H -0.25 0.32 0.16
H 0.09 -0.14 -0.29
O -1.00 1.00 0.41
H 0.06 -0.34 -0.18
H 0.46 -0.29 -0.19
O 0.39 -0.33 -0.06
H -0.03 -0.18 -0.09
H -0.31 0.25 0.09
O 0.84 -0.07 -1.04
H -0.86 -0.14 1.39
H 0.31 -0.25 0.38
O 0.45 -0.02 -0.14
H 0.13 0.33 0.18
H 0.02 0.21 -0.43
O -0.58 -0.08 -0.37
H 0.34 -0.28 0.32
H 0.09 0.22 -0.09
O -0.24 0.06 0.11
H 0.30 0.21 -0.08
H -0.02 -0.50 0.01
O 0.32 0.36 0.31
H -0.42 -0.44 -0.11
H 0.16 0.00 0.23

The HOMO-LUMO gap comes out at 9.739 eV. As for the charge: 0. The value obtained for the energy relative to the best compared isomer or geometry (same formula, charge and spin) is 74.4 kcal/mol. As for the LUMO energy: -0.3 eV. The SMILES is CCO.CCO.CCO.O.O.O.O.O.O.O.O. For the HOMO energy, the calculation gives -10.013 eV.

---

| no. | energy (hartree) |
| --- | --- |
| 1 | -3999.892119 |
| 2 | -2720.940835 |
| 3 | -1076.577265 |